A:
The following is a quantum chemistry calculation of an isolated molecule of C18H20N2O4S, from the Open Molecules 2025 dataset.

Last column: Mulliken charge in e.
CARTESIAN COORDINATES (ANGSTROEM)
C: 6.75 -1.03 1.77  -0.9357
C: 5.49 -0.12 1.77  -0.3051
O: 5.33 0.45 0.46  -0.3319
C: 4.35 -0.20 -0.27  0.4209
O: 4.25 -1.40 -0.25  -0.5394
C: 3.48 0.75 -1.09  -0.5257
C: 2.35 0.01 -1.86  -0.5464
C: 1.16 0.99 -2.13  -1.3443
C: -0.09 0.73 -1.31  -0.4112
C: -0.74 1.67 -0.59  0.5223
N: -0.26 2.99 -0.58  -0.6099
C: -2.02 1.37 0.18  1.0500
O: -2.48 2.29 0.82  -0.6890
C: -2.61 0.00 0.14  -0.0965
C: -3.80 -0.35 0.78  0.8555
C: -4.65 0.67 1.56  -1.2105
C: -5.64 1.32 0.58  0.0840
N: -6.68 1.96 0.89  -0.7250
C: -4.29 -1.65 0.74  -0.5692
C: -3.60 -2.64 0.05  0.0051
S: -4.28 -4.28 0.09  -0.2940
C: -2.43 -2.28 -0.62  -0.3814
C: -1.93 -1.00 -0.58  -0.2631
C: -0.65 -0.66 -1.34  0.5614
O: -0.13 -1.56 -1.97  -0.6892
H: 6.72 -1.70 2.63  0.3082
H: 7.61 -0.36 1.88  0.2823
H: 6.81 -1.57 0.81  0.2849
H: 5.67 0.73 2.44  0.3182
H: 4.61 -0.66 2.13  0.3235
H: 4.14 1.24 -1.82  0.3375
H: 3.05 1.51 -0.42  0.2215
H: 2.77 -0.25 -2.85  0.2350
H: 2.07 -0.92 -1.37  0.5580
H: 0.87 0.87 -3.19  0.3786
H: 1.55 2.01 -2.04  0.5275
H: -0.64 3.48 0.23  0.3137
H: 0.74 2.98 -0.42  0.1977
H: -5.25 0.10 2.29  0.4719
H: -4.05 1.38 2.13  0.4845
H: -5.44 1.18 -0.50  0.4061
H: -6.74 2.00 1.91  0.2453
H: -5.22 -1.89 1.26  0.4009
H: -4.09 -4.79 -1.15  0.1603
H: -1.91 -3.06 -1.19  0.5129

Kohn-Sham gap = 7.817 eV
2S+1 = 1
LUMO = -1.25 eV
HOMO energy = -9.07 eV
SMILES string = [H]/N=C\Cc1cc(S)cc2c1C(=O)C(N)=C(CCCC(=O)OCC)C2=O

---

B:
The following is a quantum chemistry calculation of an isolated molecule of C18H20N2O4S, from the Open Molecules 2025 dataset.

Last column: Mulliken charge in e.
CARTESIAN COORDINATES (ANGSTROEM)
C: 6.07 -1.92 1.82  -1.0741
C: 6.04 -2.49 0.41  -0.2415
H: 7.01 -2.32 -0.08  0.3229
H: 5.80 -3.55 0.42  0.2908
O: 5.01 -1.88 -0.38  -0.3678
C: 5.29 -0.71 -0.94  0.6947
O: 6.34 -0.14 -0.86  -0.5990
C: 4.07 -0.16 -1.68  -0.6381
C: 3.57 1.03 -0.93  -0.1015
C: 4.23 2.20 -0.77  -0.2373
S: 3.32 3.29 0.20  -0.2318
C: 2.08 2.04 0.33  0.3751
N: 2.36 0.96 -0.30  -0.2388
N: 0.95 2.30 1.05  -0.0993
C: -0.16 1.50 1.29  0.5177
O: -1.05 1.92 1.98  -0.6070
C: -0.13 0.13 0.65  -0.7302
O: -1.30 -0.60 0.90  -0.4460
C: -2.48 -0.17 0.35  1.0412
C: -2.60 0.88 -0.56  -0.1764
C: -3.85 1.21 -1.08  -1.3645
C: -4.96 0.50 -0.70  0.3522
C: -4.84 -0.55 0.21  0.6142
C: -3.61 -0.89 0.73  -0.8851
H: -3.49 -1.70 1.44  0.4702
C: -6.18 -1.17 0.48  -0.9803
H: -6.55 -0.81 1.44  0.2750
H: -6.14 -2.26 0.52  0.3492
C: -7.05 -0.65 -0.68  -0.6354
H: -7.01 -1.36 -1.50  0.2941
H: -8.09 -0.52 -0.39  0.3150
C: -6.39 0.67 -1.11  -0.8631
H: -6.83 1.52 -0.57  0.2639
H: -6.51 0.86 -2.18  0.3483
H: -3.93 2.03 -1.78  0.3981
H: -1.74 1.45 -0.87  0.3978
H: 0.68 -0.45 1.09  0.4573
H: 0.07 0.23 -0.43  0.5229
H: 0.90 3.21 1.49  0.2314
H: 5.19 2.48 -1.15  0.4934
H: 3.29 -0.92 -1.72  0.2173
H: 4.38 0.13 -2.68  0.3154
H: 6.32 -0.86 1.79  0.3064
H: 6.81 -2.44 2.41  0.3711
H: 5.09 -2.04 2.29  0.2816

Kohn-Sham gap = 8.547 eV
2S+1 = 1
LUMO = 0.49 eV
HOMO energy = -8.05 eV
SMILES string = CCOC(=O)Cc1csc(NC(=O)COc2ccc3c(c2)CCC3)n1

---

Each structure's energy above the most stable one, in hartree: A 0.0527; B 0.0000.

---

A:
The following is a quantum chemistry calculation of a cluster of 2 separate species, C7H7N in total, from the Open Molecules 2025 dataset.

Last column: Mulliken charge in e.
CARTESIAN COORDINATES (ANGSTROEM)
C: -0.74 -1.44 0.13  -0.1677
C: 0.15 -0.73 0.85  -0.4548
C: 0.01 0.68 0.66  0.3638
C: -1.04 1.24 -0.12  -0.7237
C: -1.98 0.33 -0.45  -0.1898
C: 2.46 -0.43 -0.82  -0.1150
C: 1.86 0.38 -0.21  -0.5508
H: -0.90 -2.52 0.21  0.4226
H: 0.82 -0.99 1.87  0.2468
H: 0.91 1.20 1.23  0.4522
H: -1.33 2.30 -0.25  0.3243
H: -2.83 0.65 -1.16  0.3079
H: 3.27 -1.03 -1.26  0.3993
H: 1.15 1.37 -0.14  0.2609
N: -1.80 -1.02 -0.53  -0.5760

Kohn-Sham gap = 8.736 eV
2S+1 = 1
LUMO = 0.40 eV
HOMO energy = -8.34 eV
SMILES string = c1ccncc1.C#C

---

B:
The following is a quantum chemistry calculation of an isolated molecule of C7H7N, from the Open Molecules 2025 dataset.

Last column: Mulliken charge in e.
CARTESIAN COORDINATES (ANGSTROEM)
C: 0.68 0.49 0.08  1.0920
C: 0.68 0.84 -1.26  -0.6443
C: -0.41 0.34 -1.93  -0.5282
C: -1.21 -0.23 -0.97  -0.3933
C: -0.54 -0.39 0.20  -0.0856
C: -1.08 -0.83 1.42  -0.4575
C: -1.67 -1.39 2.42  -0.2822
H: 2.00 -0.67 1.23  0.2597
H: 2.78 0.64 0.63  0.2719
H: 0.56 1.50 0.58  0.1770
H: 1.47 1.38 -1.99  0.1918
H: -0.67 0.69 -2.92  0.4037
H: -2.16 -0.69 -1.27  0.3973
H: -2.40 -1.59 3.40  0.3181
N: 1.97 -0.07 0.37  -0.7204

Kohn-Sham gap = 8.060 eV
2S+1 = 1
LUMO = 0.08 eV
HOMO energy = -7.98 eV
SMILES string = C#CC1=CC=C[C@@H]1N

---

C:
The following is a quantum chemistry calculation of a cluster of 2 separate species, C7H7N in total, from the Open Molecules 2025 dataset.

Last column: Mulliken charge in e.
CARTESIAN COORDINATES (ANGSTROEM)
C: 2.12 -1.29 -0.35  -0.1672
C: 2.42 0.06 -0.73  -0.3402
C: 1.72 1.10 -0.22  -0.0500
C: 0.58 0.87 0.73  -0.3740
C: 0.23 -0.46 0.83  -0.2202
C: -4.44 -0.57 -0.27  -0.3362
C: -3.64 0.36 -0.39  -0.3272
H: 2.78 -2.14 -0.62  0.3350
H: 3.26 0.34 -1.27  0.3968
H: 2.22 2.17 -0.41  0.2157
H: 0.53 1.84 1.38  0.2839
H: -0.45 -0.70 1.56  0.4617
H: -5.40 -1.26 -0.15  0.2862
H: -2.91 1.18 -0.44  0.3776
N: 0.97 -1.50 0.36  -0.5420

Kohn-Sham gap = 10.385 eV
2S+1 = 1
LUMO = 0.72 eV
HOMO energy = -9.67 eV
SMILES string = c1ccncc1.C#C

---

Each structure's energy above the most stable one, in hartree: A 0.1357; B 0.0274; C 0.0000.

---

A:
The following is a quantum chemistry calculation of an isolated molecule of C3H8IPS, from the Open Molecules 2025 dataset.

Last column: Mulliken charge in e.
CARTESIAN COORDINATES (ANGSTROEM)
C: -1.17 0.19 -0.72  -1.1912
C: -0.01 -0.41 0.13  -0.4286
C: 1.32 0.27 0.03  -0.5309
P: 2.74 -0.74 0.85  0.0911
S: 4.23 0.70 0.77  -0.2157
I: 5.38 0.06 -1.43  -0.0010
H: -1.59 -0.59 -1.40  0.2918
H: -2.08 0.36 -0.21  0.3412
H: -1.05 1.01 -1.40  0.3443
H: -0.44 -0.58 1.11  0.3978
H: 0.14 -1.42 -0.40  0.2396
H: 1.67 0.17 -1.15  0.2374
H: 1.47 1.23 0.57  0.4020
H: 2.76 -0.24 2.10  0.0222

Kohn-Sham gap = 7.564 eV
2S+1 = 1
LUMO = -1.24 eV
HOMO energy = -8.81 eV
SMILES string = CCCPSI

---

B:
The following is a quantum chemistry calculation of an isolated molecule of C3H8IPS, from the Open Molecules 2025 dataset.

Last column: Mulliken charge in e.
CARTESIAN COORDINATES (ANGSTROEM)
C: -0.15 0.20 2.05  -1.3095
C: -0.43 -0.34 0.65  -0.2016
C: 0.44 0.37 -0.37  -0.7427
P: 0.34 -0.22 -2.11  0.1689
S: 1.61 0.65 -3.28  -0.3622
I: -2.06 -0.16 -2.67  -0.0316
H: 0.90 0.06 2.32  0.3312
H: -0.37 1.27 2.10  0.3363
H: -0.76 -0.31 2.78  0.3550
H: -0.22 -1.41 0.63  0.3060
H: -1.48 -0.20 0.41  0.2989
H: 0.22 1.45 -0.40  0.3557
H: 1.50 0.26 -0.12  0.3860
H: 0.46 -1.61 -1.99  0.1096

Kohn-Sham gap = 8.804 eV
2S+1 = 1
LUMO = -0.27 eV
HOMO energy = -9.07 eV
SMILES string = CCC[P@H](=S)I

---

Each structure's energy above the most stable one, in hartree: A 0.0816; B 0.0000.

---

A:
The following is a quantum chemistry calculation of a cluster of 2 separate species, C6H9N3O3S in total, from the Open Molecules 2025 dataset.

Last column: Mulliken charge in e.
CARTESIAN COORDINATES (ANGSTROEM)
C: -3.20 -0.89 0.76  0.0001
C: -1.02 1.82 -0.51  0.1406
C: 1.24 -0.87 0.03  0.7071
C: -1.04 -0.86 0.42  0.3876
C: 3.69 -0.71 0.03  -0.6242
C: 0.15 2.28 -0.15  -0.7432
N: -2.08 -0.50 1.17  -0.4644
N: -1.47 -1.64 -0.65  -0.2171
N: 0.18 -0.74 0.90  -0.3949
O: -2.22 1.98 0.12  -0.4914
O: 1.14 -1.13 -1.14  -0.6673
O: 2.35 -0.49 0.64  -0.3305
S: -3.14 -1.68 -0.79  -0.0299
H: -4.07 -0.89 1.27  0.4896
H: -1.13 1.19 -1.45  0.2518
H: 3.76 -0.50 -1.10  0.2709
H: 3.98 -1.77 0.43  0.2689
H: 4.40 -0.11 0.53  0.2630
H: 0.35 2.98 0.63  0.2440
H: 1.06 2.14 -0.75  0.2314
H: -0.92 -1.70 -1.51  0.3453
H: -2.02 2.09 1.12  0.3626

Kohn-Sham gap = 8.514 eV
2S+1 = 1
LUMO = -0.07 eV
HOMO energy = -8.58 eV
SMILES string = COC(=O)/N=c1/ncs[nH]1.C=CO

---

B:
The following is a quantum chemistry calculation of an isolated molecule of C6H9N3O3S, from the Open Molecules 2025 dataset.

Last column: Mulliken charge in e.
CARTESIAN COORDINATES (ANGSTROEM)
C: -0.43 -0.70 0.27  0.7737
C: -2.45 0.44 -0.35  0.6427
C: 2.05 -1.92 0.14  -0.6091
C: 1.44 0.56 0.68  0.1056
C: -3.67 0.27 -1.23  -1.0187
C: 2.27 1.27 1.74  -1.2754
N: 0.16 0.24 0.91  -0.2987
N: -1.75 -0.70 -0.18  -0.2430
N: 1.77 0.77 -0.68  1.1181
O: 2.91 1.15 -0.94  -0.6413
O: -2.22 1.46 0.19  -0.5060
O: 0.92 0.43 -1.49  -0.6015
S: 0.30 -2.39 0.25  -0.1839
H: 2.40 -1.74 -0.90  0.2644
H: 2.52 -2.60 0.87  0.3964
H: -4.59 0.61 -0.86  0.3381
H: -3.77 -0.83 -1.50  0.2269
H: -3.51 0.75 -2.13  0.2877
H: 1.88 2.25 1.95  0.3387
H: 3.23 1.60 1.13  0.3379
H: 2.72 0.63 2.62  0.2691
H: -2.19 -1.55 -0.49  0.2782

Kohn-Sham gap (spin up / spin down) = 7.106 / 7.255 eV
2S+1 = 1
LUMO (spin up / spin down) = -1.12 / -1.11 eV
HOMO energy (spin up / spin down) = -8.23 / -8.36 eV

---

Each structure's energy above the most stable one, in hartree: A 0.0000; B 0.1347.

---

A:
The following is a quantum chemistry calculation of a cluster of 2 separate species, C4H7BO2 in total, from the Open Molecules 2025 dataset.

Last column: Mulliken charge in e.
CARTESIAN COORDINATES (ANGSTROEM)
B: -0.84 -1.78 -1.55  -0.2683
C: -0.43 1.87 -0.77  -0.0001
C: 0.13 2.29 0.18  -0.3323
C: 0.33 -2.13 0.64  -0.3823
C: 0.94 2.50 1.42  -0.9717
O: -0.35 -2.11 -0.47  0.1048
O: -1.47 -2.38 -2.48  -0.2219
H: -1.08 1.71 -1.58  0.4841
H: 1.42 -2.08 0.51  0.2404
H: -0.11 -1.95 1.63  0.2425
H: 0.25 2.66 2.19  0.2903
H: 1.60 3.31 1.23  0.2938
H: 1.34 1.49 1.56  0.2349
H: -1.73 -3.39 -2.51  0.2860

Kohn-Sham gap (spin up / spin down) = 7.604 / 6.993 eV
2S+1 = 1
LUMO (spin up / spin down) = -0.10 / 0.35 eV
HOMO energy (spin up / spin down) = -7.70 / -6.64 eV

---

B:
The following is a quantum chemistry calculation of a structure of composition C4H7BO2, from the Open Molecules 2025 dataset.

Last column: Mulliken charge in e.
CARTESIAN COORDINATES (ANGSTROEM)
B: -0.33 0.88 -0.82  0.6196
C: 2.02 -0.19 1.24  -0.8527
C: -1.61 -1.51 -0.04  -0.8870
C: 0.90 -0.88 0.95  -0.0561
C: 0.02 -0.35 0.05  0.3041
O: 0.38 2.05 -0.76  -0.5380
O: -1.59 0.74 -1.48  -0.5791
H: 2.76 -0.72 1.83  0.2651
H: 2.47 0.74 0.83  0.2631
H: -1.54 -2.30 0.55  0.4057
H: -2.40 -0.90 -0.59  0.2766
H: 0.84 -1.89 1.38  0.2350
H: 0.12 2.85 -1.35  0.2868
H: -2.03 1.50 -1.79  0.2568

Kohn-Sham gap (spin up / spin down) = 7.931 / 8.098 eV
2S+1 = 1
LUMO (spin up / spin down) = -0.31 / 0.28 eV
HOMO energy (spin up / spin down) = -8.25 / -7.82 eV

---

Each structure's energy above the most stable one, in hartree: A 0.0593; B 0.0000.